[1]
# C8H10CdFN

A molecular structure, C8H10CdFN (ωB97M-V/def2-TZVPD, the OMol25 dataset).

Results
net charge	-2
orbital gap	4.68	eV
HOMO energy	2.0	eV
lowest unoccupied orbital energy	6.702	eV

Positions of all 21 atoms, in Å:
C: -0.17599 -0.12936 -1.75170
C: -0.54968 1.22767 -1.51448
C: -1.85977 1.23963 -0.97583
C: -2.29605 -0.11824 -0.84086
C: -1.25480 -0.96270 -1.35811
Cd: -1.34121 -0.55374 1.60301
C: 1.50232 1.06318 1.50950
C: 1.71754 -0.25523 1.11865
C: 2.83040 -0.74480 0.45126
N: 0.60587 -1.29027 1.48718
H: -2.44476 2.12475 -0.72566
H: 0.06343 2.09922 -1.73796
H: -3.28333 -0.44049 -0.51418
H: -1.29595 -2.04733 -1.45199
H: 0.76889 -0.46297 -2.17713
H: 2.27825 1.79140 1.28293
H: 0.75922 -2.11158 0.90067
H: 0.57360 1.37076 1.99469
H: 3.56635 -0.02772 0.09199
H: 2.96987 -1.81115 0.29934
F: -3.13418 0.03898 2.30868

These are the Löwdin partial charges, in e, on atoms 1 to 2: -0.21, -0.21

=====

[2]
# C6H10N2O2

2 unconnected molecules or ions with the total composition C6H10N2O2 (ωB97M-V/def2-TZVPD, the OMol25 dataset).

Results
net charge	0
orbital gap	9.90	eV
HOMO energy	-9.7	eV
lowest unoccupied orbital energy	0.199	eV
structure (SMILES)	C#C[C@@H](O)CNCC#N.O

Positions of all 20 atoms, in Å:
O: 2.45388 -0.07035 -0.45879
C: 1.21281 0.52886 -0.15197
C: 0.61289 -0.06204 1.14658
N: 0.42855 -1.49936 1.13214
C: -0.58562 -1.98923 0.21999
C: -0.92915 -3.39878 0.49637
N: -1.09694 -4.54984 0.41827
C: 1.33683 1.99616 -0.04649
C: 1.12401 3.18747 -0.11527
H: 3.10464 0.17863 0.20712
H: 0.56367 0.30007 -1.01062
H: 1.28268 0.19980 1.97914
H: -0.35006 0.42767 1.35524
H: 1.31266 -1.97104 0.96721
H: -1.50869 -1.40251 0.34818
H: -0.31966 -1.92210 -0.85190
H: 0.99229 4.25416 -0.18526
O: -3.57756 1.84343 -1.75226
H: -2.89858 1.81326 -1.06846
H: -3.15866 2.13574 -2.62921

These are the Löwdin partial charges, in e, on atoms 1 to 2: -0.02, -0.41

=====

[3]
# C8H11N

C8H11N in the gas phase (ωB97M-V/def2-TZVPD, the OMol25 dataset).

Results
net charge	0
orbital gap	10.64	eV
HOMO energy	-10.0	eV
lowest unoccupied orbital energy	0.632	eV
structure (SMILES)	C=CC(C)(C)C(=C)C#N

Positions of all 20 atoms, in Å:
C: -1.58744 -0.17234 -0.82312
C: -1.00957 0.94376 1.35794
C: -0.46154 0.13590 0.16896
C: 0.93607 1.17584 -1.69485
C: 0.75925 0.82735 -0.40601
H: -1.99089 0.74567 -1.26535
H: -2.40667 -0.69854 -0.31827
H: -1.24128 -0.80747 -1.64634
H: -0.97834 0.40658 2.31176
H: -0.44924 1.87005 1.52562
H: -2.06196 1.21892 1.21628
H: 0.15355 1.05853 -2.43526
H: 1.88172 1.59353 -2.02915
C: 0.20305 -1.28078 0.77523
C: 1.03480 -2.12063 0.14803
C: 1.89892 0.76417 0.48254
N: 2.82205 0.93759 1.17472
H: -0.34354 -1.66679 1.63546
H: 1.21559 -3.12089 0.53202
H: 1.62546 -1.81046 -0.71020

These are the Löwdin partial charges, in e, on atoms 1 to 2: -0.06, -0.05

=====

[4]
# C48H67CrNO5PSe

A molecular structure, C48H67CrNO5PSe (ωB97M-V/def2-TZVPD, the OMol25 dataset).

Results
net charge	-2
orbital gap (alpha / beta)	5.28 / 5.42	eV
spin multiplicity	2
HOMO energy (alpha / beta)	-1.1 / -1.3	eV
lowest unoccupied orbital energy (alpha / beta)	4.151 / 4.151	eV

Positions of all 124 atoms, in Å:
Cr: -0.05609 -0.17063 0.20382
C: 4.31087 -3.77666 -5.05209
C: 4.99549 -2.57165 -4.38815
C: 6.43226 -2.97575 -4.05287
C: 5.05360 -1.41719 -5.39949
C: 4.20919 -2.14397 -3.15000
C: 2.87884 -1.74924 -3.27200
C: 2.14604 -1.37813 -2.16483
Se: 0.30026 -0.89510 -2.19297
C: -0.35957 -2.61718 -1.59504
C: -0.55339 -3.55429 -2.60070
C: -0.93587 -4.85744 -2.33262
C: -1.10816 -5.17645 -0.98157
C: -0.92616 -4.28898 0.06312
C: -0.54118 -2.92805 -0.21469
O: -0.36894 -2.08817 0.75206
C: -1.13524 -4.85029 1.48595
C: -2.57500 -5.37906 1.61195
C: -0.15330 -6.01433 1.71220
C: -0.92302 -3.87068 2.64796
C: -1.15174 -5.91726 -3.40989
C: -0.19039 -7.09415 -3.18417
C: -2.59556 -6.43873 -3.35500
C: -0.89879 -5.36695 -4.81395
C: 2.67767 -1.37206 -0.84321
O: 1.95592 -1.03104 0.14901
C: 4.04797 -1.78014 -0.71790
C: 4.74871 -2.14429 -1.85721
C: 4.67593 -1.80218 0.67478
C: 6.13496 -2.26478 0.64926
C: 3.89314 -2.77193 1.57616
C: 4.63689 -0.39003 1.28214
H: 4.86087 -4.09647 -5.94444
H: 3.29002 -3.53262 -5.34921
H: 4.25866 -4.61456 -4.35387
H: 6.95339 -3.27326 -4.96779
H: 6.45727 -3.81812 -3.35854
H: 6.98390 -2.14865 -3.60087
H: 5.60993 -1.71091 -6.29684
H: 5.54168 -0.54765 -4.95451
H: 4.05082 -1.11319 -5.70270
H: 2.38907 -1.74033 -4.24193
H: -0.38454 -3.23077 -3.62090
H: -1.40069 -6.19269 -0.73164
H: -2.79355 -6.15602 0.87691
H: -3.28624 -4.56442 1.45939
H: -2.73756 -5.79723 2.61113
H: -0.28706 -6.81394 0.98124
H: -0.29327 -6.43740 2.71267
H: 0.87427 -5.65433 1.63144
H: -1.60600 -3.02562 2.59914
H: 0.08359 -3.45950 2.65602
H: -1.09874 -4.42004 3.58134
H: -0.35238 -7.55111 -2.20639
H: 0.84450 -6.74828 -3.22074
H: -0.33069 -7.86442 -3.95064
H: -2.81617 -6.87780 -2.38048
H: -2.76379 -7.20308 -4.12168
H: -3.30024 -5.62051 -3.51679
H: 0.12690 -5.00800 -4.91977
H: -1.57145 -4.53828 -5.04384
H: -1.06246 -6.15628 -5.55363
H: 5.77853 -2.45207 -1.73355
H: 6.23349 -3.28094 0.25676
H: 6.52667 -2.25857 1.67030
H: 6.76044 -1.60114 0.04595
H: 3.92780 -3.78405 1.16166
H: 2.85208 -2.46148 1.64980
H: 4.33789 -2.79449 2.57735
H: 5.21171 0.30195 0.65940
H: 5.08335 -0.39959 2.28268
H: 3.61443 -0.02222 1.34913
O: 1.67418 2.54476 3.06116
C: 1.03033 1.73378 2.38731
O: 1.27664 1.28005 1.24055
C: -0.29600 1.21506 2.94949
C: -0.83418 1.59724 4.16790
C: -2.05286 1.06003 4.54828
C: -2.69206 0.16738 3.69680
C: -2.08970 -0.15036 2.48927
N: -0.91901 0.37457 2.13283
H: -0.27618 2.30161 4.77084
H: -2.50313 1.33156 5.49662
H: -3.64432 -0.27723 3.95609
H: -2.51682 -0.80523 1.73738
C: -1.00095 4.46870 1.23479
C: -1.81649 3.99801 0.02967
C: -2.53000 5.19461 -0.59886
C: -2.89672 3.02499 0.53319
P: -0.71421 2.92077 -1.05212
C: -1.81439 2.75941 -2.54248
C: -2.45112 1.52284 -2.68491
C: -3.30763 1.28773 -3.75533
C: -3.54050 2.27045 -4.70370
C: -2.91289 3.50458 -4.57429
C: -2.06304 3.74239 -3.50454
C: 0.76216 3.94536 -1.68112
C: 1.88355 3.70195 -0.65263
C: 0.66019 5.45857 -1.90726
C: 1.21499 3.27710 -2.98696
H: -1.67965 4.91498 1.97115
H: -0.26359 5.22355 0.95786
H: -0.46503 3.64891 1.72122
H: -3.11727 5.69156 0.18337
H: -3.22094 4.87830 -1.38116
H: -1.84724 5.93332 -1.01692
H: -3.53546 3.53411 1.26453
H: -2.45516 2.14047 0.99262
H: -3.52536 2.67910 -0.29102
H: -2.25328 0.76103 -1.92682
H: -3.78348 0.31803 -3.84663
H: -4.20086 2.08104 -5.54249
H: -3.08471 4.28456 -5.30817
H: -1.59346 4.71350 -3.42534
H: 1.65286 4.11155 0.33140
H: 2.80825 4.17152 -1.01045
H: 2.06383 2.64189 -0.49011
H: 0.44970 5.99795 -0.98355
H: -0.08990 5.74086 -2.64713
H: 1.63068 5.81163 -2.27491
H: 1.32700 2.19774 -2.84920
H: 2.19361 3.67876 -3.26997
H: 0.51832 3.44371 -3.81007
O: -1.60653 -0.10292 -0.36168

These are the Löwdin partial charges, in e, on atoms 1 to 2: 0.53, -0.06

=====

[5]
# C23H26N8PSV

A molecular structure, C23H26N8PSV (ωB97M-V/def2-TZVPD, the OMol25 dataset).

Results
net charge	+1
orbital gap (alpha / beta)	6.53 / 6.97	eV
spin multiplicity	4
HOMO energy (alpha / beta)	-8.9 / -9.6	eV
lowest unoccupied orbital energy (alpha / beta)	-2.375 / -2.632	eV

Positions of all 60 atoms, in Å:
V: -0.37441 -0.63864 -0.29967
C: 4.59413 0.45835 1.46793
N: 3.20311 0.04486 1.52336
C: 2.56304 -0.44491 2.62416
C: 1.26473 -0.66260 2.26418
N: 1.09283 -0.29991 0.95647
C: 2.28411 0.13555 0.52468
P: 2.69507 0.26083 -1.25185
C: 2.03521 -1.38183 -1.66946
N: 0.91366 -1.87520 -1.15196
C: 0.80791 -3.16355 -1.59019
C: 1.88421 -3.45324 -2.38043
N: 2.65528 -2.32711 -2.42086
C: 3.90004 -2.16023 -3.15066
C: 1.23038 1.19345 -1.82432
N: 0.09604 0.63923 -2.23347
C: -0.62914 1.63534 -2.82105
C: 0.07837 2.80134 -2.77703
N: 1.25925 2.51519 -2.15170
C: 2.31385 3.46371 -1.84823
H: 5.19266 -0.20676 2.08536
H: 4.70942 1.47693 1.83798
H: 4.94956 0.41290 0.44196
H: 3.07132 -0.60565 3.55930
H: 0.46681 -1.07159 2.85913
H: -0.01210 -3.79339 -1.28730
H: 2.15577 -4.35251 -2.90579
H: 4.03140 -2.99912 -3.82733
H: 4.74764 -2.12143 -2.46681
H: 3.87512 -1.23991 -3.73061
H: -1.59989 1.44972 -3.24801
H: -0.16086 3.78880 -3.13437
H: 2.42532 4.16605 -2.67078
H: 3.25225 2.92992 -1.71119
H: 2.08905 4.02017 -0.93817
S: -1.38800 -2.33885 0.91279
C: -2.29298 -1.77233 2.32497
C: -3.20741 -2.65023 2.91184
C: -3.91745 -2.27429 4.04007
C: -3.73731 -1.01685 4.59992
C: -2.82480 -0.14359 4.03006
C: -2.10220 -0.51836 2.90563
H: -3.34865 -3.62774 2.46957
H: -4.60933 -2.97273 4.49390
H: -4.29930 -0.72386 5.47680
H: -2.66542 0.83357 4.47015
H: -1.37521 0.15884 2.48504
N: -3.05974 -0.75065 -1.39111
C: -2.89113 0.50986 -0.88534
C: -3.77720 1.55413 -1.18006
C: -3.51116 2.81866 -0.70791
C: -2.37191 3.03273 0.06829
C: -1.56007 1.95784 0.33237
N: -1.78964 0.71576 -0.13381
H: -3.95051 -0.94405 -1.81784
H: -2.72161 -1.50228 -0.77896
H: -4.66244 1.35480 -1.76918
H: -4.18896 3.63281 -0.92688
H: -2.13388 4.00852 0.46591
H: -0.67486 2.06354 0.95052

These are the Löwdin partial charges, in e, on atoms 1 to 2: 0.49, -0.01

=====

Energy above the lowest of the compared OMol25 structures with the same formula, charge and spin for every record listed, in sequence, given in kJ/mol: 0.0, 359.6, 78.5, 0.0, 0.0.